The following is a DFT calculation (wB97M-V/def2-TZVPD) of a structure of composition C25H30FN3O13P2Ta in a non-equilibrium geometry.

```
75
Properties=species:S:1:pos:R:3:forces:R:3
Ta -0.495464 3.209840 0.588085 0.469 -0.813 0.199
C 4.504344 -2.562778 -1.067678 0.043 -0.030 -0.024
C 4.209689 -2.141078 0.359567 -0.071 0.063 0.039
N 2.985912 -1.301244 0.452175 -0.003 -0.040 0.004
C 3.129391 0.011342 0.537837 0.003 0.009 -0.008
C 2.071821 0.902883 0.610236 0.080 -0.068 0.000
C 2.428703 2.326113 0.804477 -0.242 0.316 0.211
O 3.526074 2.776794 0.802387 0.070 -0.155 -0.098
O 1.338338 3.111067 1.083387 -0.368 0.091 -0.175
C 0.762235 0.411958 0.568145 0.091 -0.119 0.005
O -0.296524 1.162761 0.609560 -0.098 0.408 0.130
C 0.595960 -1.009179 0.477526 -0.053 0.079 0.011
C -0.687213 -1.581951 0.462398 0.005 -0.082 0.011
C -0.833366 -2.932209 0.432273 -0.015 0.049 -0.021
F -2.076603 -3.429135 0.461329 0.005 0.011 0.012
C 0.269877 -3.827025 0.404392 -0.003 -0.015 -0.029
C 1.533847 -3.251389 0.379747 -0.010 0.064 0.009
C 1.711665 -1.863123 0.433716 0.040 -0.013 0.009
N 0.118040 -5.208987 0.389187 0.029 -0.019 0.024
C 1.048578 -6.065414 1.114220 0.040 0.000 0.033
C 1.513183 -7.201107 0.205216 -0.057 -0.045 -0.070
N 0.352493 -7.617407 -0.680389 0.016 0.004 0.039
C -0.964949 -7.369308 -0.002061 0.062 -0.023 -0.015
C -1.175602 -5.863050 0.154936 -0.052 -0.011 -0.034
H 5.409631 -3.168575 -1.084054 -0.004 0.000 0.004
H 4.677191 -1.692689 -1.700590 -0.005 0.007 0.010
H 3.694604 -3.145375 -1.506497 -0.017 0.002 0.014
H 5.020529 -1.538342 0.761809 0.011 -0.004 -0.015
H 4.084250 -2.980054 1.041658 0.014 -0.021 -0.031
H 4.142348 0.394305 0.561056 -0.010 0.027 0.010
H -1.569326 -0.958852 0.511954 0.016 0.022 -0.003
H 2.398600 -3.889839 0.296499 -0.017 -0.002 0.001
H 0.569674 -6.464345 2.013647 -0.017 0.001 -0.008
H 1.913761 -5.508009 1.459745 -0.007 -0.016 -0.022
H 1.823143 -8.076464 0.772447 0.006 0.017 0.023
H 2.320662 -6.902715 -0.459731 0.013 0.009 0.020
H 0.441514 -8.603483 -0.932141 0.006 0.003 -0.010
H 0.385545 -7.089386 -1.553862 -0.013 0.003 0.001
H -0.917857 -7.892831 0.950470 -0.027 0.002 0.002
H -1.756018 -7.815016 -0.600291 -0.005 0.012 -0.003
H -1.888868 -5.717264 0.968348 0.016 0.004 0.016
H -1.619492 -5.458113 -0.753602 -0.002 -0.007 0.015
C -1.656167 6.226549 4.227751 -0.024 -0.010 -0.012
C -1.353269 5.372960 3.010262 -0.008 0.066 0.061
O -0.192270 4.543317 3.124034 0.032 -0.065 0.048
P -1.016484 6.309296 1.483954 -0.085 0.180 -0.148
O -2.156762 7.202224 0.940121 0.028 -0.109 0.027
O 0.172006 7.234592 1.850773 0.050 0.055 -0.079
O -0.594363 5.222680 0.464445 -0.195 -0.646 0.147
P -2.730989 4.245618 2.489932 0.281 -0.346 -0.030
O -3.485744 3.784190 3.772515 -0.064 -0.037 0.039
O -3.498267 4.914570 1.424255 -0.119 0.024 0.063
O -1.882826 2.992644 2.005900 0.238 0.646 -0.932
H -0.839748 6.919950 4.431498 0.007 0.002 -0.012
H -1.803618 5.581149 5.092317 -0.006 -0.002 -0.003
H -2.566463 6.807439 4.070159 0.007 0.010 0.014
H 0.554173 5.039567 3.492289 -0.017 0.044 0.035
H -2.976477 6.676232 0.786945 0.002 0.055 0.039
H 0.437274 7.964815 1.267942 -0.032 -0.036 0.032
H -4.455874 3.802174 3.741414 0.085 0.048 0.017
O -3.700239 2.092336 -2.757725 -0.027 -0.004 -0.004
C -2.661365 2.162929 -3.585090 0.046 -0.010 -0.016
C -2.910269 1.922156 -4.938401 0.001 0.002 0.041
C -1.881346 1.983515 -5.846410 0.009 -0.004 -0.021
C -0.559690 2.280035 -5.459222 -0.016 0.002 -0.020
C -0.293203 2.518696 -4.145537 -0.006 0.001 0.053
C -1.334240 2.463168 -3.178048 0.051 0.043 -0.036
C -1.022719 2.764456 -1.839254 -0.165 0.226 0.116
O -1.902441 2.784176 -0.863475 -0.045 0.082 0.071
O 0.153533 3.074844 -1.389200 0.035 0.047 0.190
H -3.449131 2.321854 -1.851211 -0.002 0.011 0.020
H -3.924027 1.704456 -5.244139 -0.002 0.000 0.011
H -2.097424 1.805834 -6.892102 0.002 0.000 0.000
H 0.223058 2.331499 -6.201773 0.004 0.001 0.006
H 0.705048 2.768779 -3.812456 -0.002 0.002 -0.006
```
Forces are in eV/Å.

As for the molar mass: 842.42 g mol⁻¹. The multiplicity is 1. As for the total charge: +3. Its electronic energy is -80334.86275 eV.

These are the Löwdin partial charges, in e, on atoms 1 to 8: atom 1 (Ta): 2.04, atom 2 (C): -0.04, atom 3 (C): -0.15, atom 4 (N): 0.01, atom 5 (C): 0.08, atom 6 (C): -0.01, atom 7 (C): -0.46, atom 8 (O): 0.20